Entry 1:
Computed, not measured: a molecular structure, C29H25Cl5GeMnN5O3S, with wB97M-V/def2-TZVPD.

Geometry (Å):
Mn  0.141  -0.109  -0.027
N  -0.335  -2.786  6.149
C  0.176  -3.038  4.875
C  0.997  -2.098  4.248
C  1.450  -2.310  2.961
C  1.092  -3.467  2.280
C  0.289  -4.412  2.898
C  -0.170  -4.198  4.189
S  1.707  -3.800  0.653
O  0.830  -4.814  0.101
O  3.103  -4.123  0.788
N  1.409  -2.385  -0.045
C  2.126  -1.876  -1.049
N  1.660  -0.655  -1.436
C  2.330  0.001  -2.381
C  3.433  -0.543  -3.004
C  3.792  -1.823  -2.588
N  3.166  -2.493  -1.640
H  0.216  -2.153  6.707
H  -0.607  -3.606  6.666
H  1.265  -1.192  4.781
H  2.081  -1.582  2.467
H  0.017  -5.302  2.348
H  -0.814  -4.927  4.667
H  1.952  0.981  -2.642
H  3.963  -0.006  -3.774
H  4.629  -2.342  -3.046
Cl  -3.186  2.749  2.712
C  -3.198  1.035  2.479
C  -4.193  0.273  3.118
C  -4.272  -1.071  2.918
Cl  -5.514  -1.984  3.745
C  -3.378  -1.731  2.042
C  -3.408  -3.115  1.750
C  -2.510  -3.636  0.868
C  -1.561  -2.784  0.271
N  -1.498  -1.501  0.537
C  -2.391  -0.958  1.410
C  -2.255  0.461  1.641
O  -1.308  1.131  1.030
H  -4.897  0.770  3.769
H  -4.148  -3.740  2.230
H  -2.495  -4.687  0.620
H  -0.836  -3.178  -0.420
C  0.270  3.064  2.674
C  1.254  1.933  2.348
C  1.974  1.567  3.674
C  0.537  0.689  1.944
C  2.298  2.332  1.306
C  2.355  3.604  0.750
C  3.306  3.910  -0.216
C  4.213  2.952  -0.637
C  4.162  1.675  -0.091
C  3.212  1.375  0.869
H  -0.458  2.711  3.404
H  -0.272  3.402  1.798
H  0.810  3.911  3.104
H  1.246  1.316  4.447
H  2.545  2.438  3.995
H  2.668  0.732  3.558
H  -0.078  0.347  2.787
H  1.625  4.355  1.019
H  3.315  4.898  -0.657
H  4.945  3.190  -1.398
H  4.850  0.908  -0.426
H  3.164  0.367  1.270
Cl  -1.279  5.077  -0.064
Ge  -2.063  3.209  -1.139
Cl  0.085  2.230  -1.454
Cl  -2.059  4.165  -3.258

Results
Electronic energy in eV: -205362.4369
Max |F| in eV/Å: 0.8
HOMO (alpha / beta) in eV: -5.57 / -5.61
Charge: -1
⟨S²⟩: 8.7605
Lowest unoccupied orbital energy (alpha / beta) in eV: 1.75 / 1.68
2S+1: 6

---

Entry 2:
Computed, not measured: a molecular structure, C29H25ClPTeTl at a distorted geometry, with wB97M-V/def2-TZVPD.

Geometry (Å):
C  -0.984  -1.776  2.738
C  -0.912  -2.292  1.413
C  0.461  -2.380  1.051
H  -1.750  -2.582  0.784
C  1.235  -1.930  2.157
C  0.342  -1.562  3.201
H  0.609  -1.181  4.186
H  -1.894  -1.558  3.291
H  0.868  -2.728  0.104
H  2.319  -1.857  2.198
Tl  2.049  1.445  2.687
Cl  3.897  0.267  1.408
P  -0.040  0.111  -1.681
C  1.237  -0.943  -2.431
C  1.023  -1.712  -3.586
H  0.071  -1.658  -4.117
C  2.032  -2.560  -4.051
H  1.853  -3.161  -4.943
C  3.255  -2.646  -3.380
H  4.038  -3.315  -3.742
C  3.479  -1.857  -2.244
H  4.433  -1.902  -1.717
C  2.481  -1.014  -1.767
H  2.656  -0.418  -0.867
C  -1.578  -0.439  -2.468
C  -1.952  -1.793  -2.310
H  -1.227  -2.524  -1.942
C  -3.259  -2.187  -2.591
H  -3.548  -3.230  -2.449
C  -4.200  -1.245  -3.023
H  -5.233  -1.547  -3.196
C  -3.818  0.086  -3.231
H  -4.544  0.818  -3.588
C  -2.515  0.495  -2.954
H  -2.221  1.538  -3.086
C  0.297  1.758  -2.386
C  0.890  1.922  -3.645
H  1.127  1.048  -4.253
C  1.190  3.206  -4.105
H  1.645  3.330  -5.089
C  0.933  4.327  -3.308
H  1.201  5.325  -3.660
C  0.331  4.165  -2.053
H  0.119  5.040  -1.437
C  0.014  2.890  -1.590
H  -0.439  2.752  -0.606
Te  -0.676  2.162  2.836
C  -0.690  1.701  4.866
C  -1.663  0.793  5.354
C  -1.414  0.134  6.563
C  -0.266  0.456  7.309
C  0.580  1.497  6.910
C  0.368  2.151  5.693
H  -2.535  0.585  4.731
H  -2.098  -0.644  6.910
H  -0.027  -0.083  8.226
H  1.406  1.798  7.558
H  1.044  2.922  5.321

Results
Electronic energy in eV: -64274.1612
Max |F| in eV/Å: 3.1
HOMO (alpha / beta) in eV: -7.77 / -7.67
Lowest unoccupied orbital energy (alpha / beta) in eV: -2.14 / -1.71

---

Entry 3:
Computed, not measured: a molecular structure, C29H25EuN4O5S3 at a distorted geometry, with wB97M-V/def2-TZVPD.

Geometry (Å):
Eu  -0.086  0.190  -1.161
N  1.168  -4.445  -2.387
C  1.313  -3.111  -2.224
S  0.309  -2.102  -3.151
N  2.251  -2.786  -1.356
N  2.462  -1.506  -1.126
C  3.749  -1.101  -1.130
C  4.075  0.276  -1.201
C  5.440  0.561  -1.144
C  5.968  1.831  -1.214
C  5.109  2.926  -1.280
C  3.711  2.739  -1.416
C  3.151  1.392  -1.344
O  1.908  1.243  -1.580
H  0.428  -4.879  -2.912
H  1.919  -5.064  -2.118
H  4.538  -1.916  -1.052
H  6.200  -0.265  -0.992
H  7.070  2.065  -1.231
H  5.514  3.911  -1.142
H  3.074  3.572  -1.639
O  -1.682  1.230  -5.089
S  -2.630  1.111  -4.023
O  -3.584  0.062  -4.134
N  -1.800  1.069  -2.577
C  -2.172  2.106  -1.713
O  -1.719  2.167  -0.510
C  -3.219  3.027  -2.290
C  -4.095  3.947  -1.615
C  -5.265  4.351  -2.285
C  -5.498  3.916  -3.629
C  -4.674  3.053  -4.302
C  -3.515  2.644  -3.629
H  -3.847  4.258  -0.589
H  -5.924  5.047  -1.824
H  -6.506  4.126  -4.110
H  -5.005  2.643  -5.292
O  -0.895  -1.400  0.265
S  -1.763  -1.396  1.554
C  -0.694  -0.689  2.892
C  -0.624  0.784  2.595
C  0.317  1.404  1.774
C  0.329  2.807  1.656
C  -0.735  3.584  2.199
C  -1.766  2.945  2.921
C  -1.639  1.590  3.162
C  -1.729  -3.153  2.299
C  -0.450  -3.691  2.825
C  0.468  -4.066  1.822
C  1.622  -4.757  2.227
C  1.786  -5.155  3.562
C  0.993  -4.613  4.545
C  -0.166  -3.895  4.192
H  0.304  -1.207  2.904
H  -1.244  -0.864  3.800
H  1.079  0.777  1.328
H  1.145  3.320  1.114
H  -0.576  4.680  2.185
H  -2.624  3.455  3.333
H  -2.309  1.179  3.942
H  -2.058  -3.855  1.496
H  -2.427  -3.148  3.172
H  0.234  -3.787  0.822
H  2.377  -5.060  1.501
H  2.578  -5.853  3.766
H  1.198  -4.748  5.620
H  -0.866  -3.476  4.938

Results
Electronic energy in eV: -98512.7527
Max |F| in eV/Å: 4.7
HOMO (alpha / beta) in eV: -3.31 / -3.48
Charge: -1
⟨S²⟩: 15.7593
Lowest unoccupied orbital energy (alpha / beta) in eV: 1.91 / 1.91
2S+1: 8

---

Entry 4:
Computed, not measured: a molecular structure, C29H25LaN4O5S at a distorted geometry, with wB97M-V/def2-TZVPD.

Geometry (Å):
La  -0.564  -0.642  1.208
N  3.338  -0.365  4.624
C  2.518  -0.460  3.543
S  0.839  -0.781  3.808
N  3.118  -0.358  2.397
N  2.326  -0.494  1.326
C  3.017  -0.587  0.248
C  4.496  -0.585  0.187
C  5.295  -1.596  0.726
C  6.670  -1.593  0.540
C  7.303  -0.584  -0.164
C  6.513  0.398  -0.736
C  5.139  0.371  -0.619
C  2.237  -0.682  -1.003
C  2.776  -1.077  -2.242
C  1.916  -1.069  -3.359
C  0.622  -0.587  -3.250
C  0.204  -0.213  -1.993
N  0.968  -0.310  -0.900
H  2.997  -0.510  5.544
H  4.320  -0.213  4.491
H  4.819  -2.363  1.335
H  7.292  -2.301  1.060
H  8.406  -0.530  -0.193
H  6.949  1.205  -1.316
H  4.566  1.140  -1.128
H  3.810  -1.387  -2.348
H  2.314  -1.422  -4.282
H  -0.082  -0.498  -4.085
H  -0.770  0.212  -1.850
C  -1.436  6.699  2.218
O  -2.742  6.148  1.965
C  -2.902  4.867  1.598
C  -4.228  4.402  1.435
C  -4.537  3.080  1.204
C  -3.492  2.125  1.055
C  -3.872  0.703  0.927
C  -5.358  0.391  0.813
O  -3.107  -0.294  0.969
C  -2.124  2.596  1.122
O  -1.123  1.755  1.045
C  -1.868  3.985  1.370
H  -1.590  7.745  2.559
H  -0.852  6.672  1.305
H  -0.947  6.125  2.992
H  -5.009  5.126  1.609
H  -5.583  2.796  1.177
H  -5.806  0.850  -0.081
H  -5.941  0.724  1.686
H  -5.466  -0.681  0.726
H  -0.832  4.309  1.348
O  -0.731  -4.926  0.117
C  -1.260  -3.879  -0.159
O  -1.277  -2.833  0.588
C  -1.945  -3.738  -1.501
C  -2.177  -4.891  -2.223
C  -2.939  -4.836  -3.367
C  -3.500  -3.662  -3.839
C  -3.214  -2.518  -3.103
C  -2.465  -2.551  -1.952
H  -1.723  -5.813  -1.891
H  -3.185  -5.789  -3.861
H  -4.158  -3.610  -4.702
H  -3.635  -1.546  -3.359
H  -2.325  -1.645  -1.360

Results
Electronic energy in eV: -58375.6311
Max |F| in eV/Å: 1.8
HOMO in eV: -7.96
Lowest unoccupied orbital energy in eV: -0.58